No. 1
66
Properties=species:S:1:pos:R:3:forces:R:3 method="wB97M-V/def2-TZVPD" smiles="CCOC(=O)C1CCN(C(=O)c2ccc(OC3CCN(C(=O)CCOC)CC3)cc2)CC1" lumo_ev=0.73 total_charge=0 e_homo_ev=-8.57 de_lowest_kcal_mol=0.2 e_tot_ev=-40706.14718 gap_ev=9.297 max_force_ev_per_a=0.7
O 2.316634 0.905617 -0.667251 -0.1 0.1 -0.2
O 6.980224 -0.417668 2.043452 -0.1 0.0 -0.1
O -8.073897 0.536665 0.060817 -0.1 -0.2 -0.2
O -6.483310 1.693981 1.136205 0.0 0.1 0.2
O -2.805933 -2.807841 -0.750461 0.1 -0.3 -0.2
O 7.773568 1.163949 -0.808740 0.3 0.2 0.1
N -3.792268 -0.900179 -0.061945 -0.2 0.0 0.1
N 5.728525 0.250643 -0.929698 -0.3 0.2 -0.3
C -5.933808 -0.829370 -1.220457 0.0 0.0 0.2
C 7.051050 0.191492 -0.670192 0.2 -0.4 -0.1
C 3.258613 0.922845 0.395216 0.4 0.1 0.6
C -4.577267 1.262202 -0.885399 -0.1 0.0 0.3
C 4.742261 -0.774075 -0.693482 -0.2 -0.3 0.3
C -8.990856 0.758520 1.134462 -0.2 0.1 0.5
C -6.843219 1.037402 0.194177 0.2 0.1 -0.3
C 4.308959 1.979079 0.039306 -0.3 -0.2 -0.2
C 5.120063 1.542114 -1.180308 0.1 0.5 0.0
C 7.271181 -1.518075 1.215713 -0.1 -0.2 -0.1
C 1.116780 0.286527 -0.513979 -0.3 -0.1 -0.2
C 0.332418 0.218297 -1.668016 0.2 0.1 0.1
C -0.909451 -0.377736 -1.640231 0.0 0.0 0.2
C -5.991275 0.691104 -1.017986 0.1 0.0 -0.1
C -2.722192 -1.631308 -0.446993 0.1 0.1 0.1
C 3.937035 -0.443262 0.566412 -0.2 0.1 -0.3
C -0.628802 -0.845999 0.689848 -0.2 0.0 -0.2
C 0.622468 -0.253513 0.669187 0.3 0.2 0.1
C -3.786256 0.519354 0.195513 0.1 0.5 -0.1
C 7.648851 -1.143105 -0.233793 0.1 0.2 0.3
C 8.101408 0.376280 2.369699 0.1 0.1 0.0
C -8.794052 -0.257692 2.250066 0.1 0.2 -0.3
C -5.116475 -1.479760 -0.105281 -0.2 -0.4 -0.3
C -1.406667 -0.911874 -0.456063 0.2 -0.2 0.0
H -4.627849 2.319192 -0.623283 0.0 0.0 -0.1
H 0.726176 0.640622 -2.579247 0.1 0.0 -0.1
H -9.980793 0.663350 0.684283 0.1 0.1 0.0
H 5.918162 2.256130 -1.386582 -0.2 -0.1 0.0
H 3.190088 -1.220621 0.733976 0.0 0.0 0.1
H -9.552648 -0.111805 3.013422 -0.1 0.0 0.1
H -6.941860 -1.243021 -1.235780 0.0 0.0 -0.1
H -5.001675 -2.550782 -0.283323 -0.1 0.2 0.1
H 4.463418 1.460686 -2.050948 0.1 0.0 0.0
H 4.605634 -0.394782 1.426757 0.0 0.0 0.0
H -8.874642 -1.268682 1.857430 0.0 -0.1 0.0
H -4.061929 1.162642 -1.842483 0.0 0.0 0.0
H 4.062827 -0.790435 -1.554310 0.1 -0.1 0.1
H -1.001258 -1.266530 1.612396 0.0 0.0 0.1
H 4.977257 2.106956 0.891575 0.0 0.0 0.0
H 7.352718 -1.943871 -0.911473 0.0 -0.1 0.0
H 7.753039 1.107003 3.097218 0.1 0.0 0.0
H 8.892907 -0.235420 2.818625 0.0 0.0 0.0
H 8.087416 -2.112462 1.654755 -0.1 0.0 -0.1
H -8.849318 1.774513 1.517048 -0.1 -0.1 -0.1
H 6.362181 -2.124346 1.237112 0.1 0.0 0.0
H 3.814617 2.927596 -0.170593 0.0 0.0 0.1
H 5.207190 -1.753741 -0.607820 0.0 0.0 -0.1
H -1.498933 -0.436020 -2.543234 -0.1 0.0 -0.1
H 2.760001 1.217171 1.330038 0.0 0.0 -0.2
H -6.493626 1.142431 -1.881100 0.0 0.0 0.1
H 8.730187 -1.016563 -0.309969 -0.1 0.0 -0.1
H -7.813485 -0.129197 2.701978 0.0 0.0 0.1
H -5.604625 -1.322785 0.863303 0.0 0.0 0.0
H -4.252156 0.704284 1.168858 0.1 0.0 -0.1
H 1.195599 -0.221148 1.582371 0.1 0.0 0.0
H -2.758382 0.882375 0.224433 -0.2 0.0 0.1
H -5.456625 -1.042857 -2.178817 0.0 0.0 0.0
H 8.497717 0.896882 1.494353 0.0 0.0 0.0

No. 2
15
Properties=species:S:1:pos:R:3:forces:R:3 method="wB97M-V/def2-TZVPD" smiles="C=C(CCl)SCC=O" lumo_ev=0.61 total_charge=0 e_homo_ev=-8.96 de_lowest_kcal_mol=21.9 e_tot_ev=-30702.42554 gap_ev=9.572 max_force_ev_per_a=1.7
Cl -0.793590 -0.414114 2.405286 0.4 0.0 -0.2
S -0.194409 -1.087492 -0.915131 -0.1 -0.6 -0.2
O -0.598970 2.398402 -2.511191 -0.4 0.3 -0.6
C 1.024332 -0.667213 0.305967 -0.7 0.8 -0.1
C 2.283644 -1.021878 0.130141 0.7 -0.5 0.4
C -1.038589 0.475592 -1.190187 -0.9 0.9 0.5
C -0.168048 1.584623 -1.748124 -0.2 0.1 0.3
C 0.640398 0.181062 1.484197 -1.3 0.6 -0.9
H -1.496885 0.842487 -0.215088 0.4 -0.4 -1.1
H 0.867407 1.716835 -1.417285 0.3 -0.5 0.4
H -1.876918 0.360390 -1.932969 0.8 -0.3 0.9
H 0.376575 1.217031 1.203166 0.1 -0.5 0.0
H 1.469830 0.224957 2.124487 0.9 0.1 1.1
H 3.048241 -0.728982 0.871231 -0.4 -0.4 -0.4
H 2.554676 -1.693233 -0.683748 0.2 0.5 0.0

No. 3
62
Properties=species:S:1:pos:R:3:forces:R:3 method="wB97M-V/def2-TZVPD" lumo_ev=-4.12 total_charge=+1 e_homo_ev=-10.96 de_lowest_kcal_mol=2.7 e_tot_ev=-35590.47837 gap_ev=6.838 max_force_ev_per_a=2.7
N -0.695264 3.209038 -2.532640 -0.2 -0.4 -0.1
N -0.767523 1.730300 -0.735852 0.0 -0.5 -1.0
C -0.058949 -1.781915 0.842607 -1.3 2.4 -0.3
C 2.925477 1.494797 -3.839710 -0.1 0.2 -0.2
C 0.499946 3.410342 3.746058 -0.4 -0.2 0.4
C 1.902425 -3.322840 0.966721 -0.1 0.3 0.0
C 3.517450 -1.496790 -0.381706 0.0 -0.2 0.0
C 0.750264 2.606479 2.636702 -0.3 -0.4 -0.6
C 1.893015 2.157863 -3.181492 -0.1 -0.9 0.3
C -1.447867 1.586729 2.889721 0.4 0.1 -0.3
C -1.035476 -2.884356 0.973051 -0.4 -0.7 0.3
C -0.576918 -0.490164 0.999474 -0.1 -2.1 -0.6
C -1.792151 -5.111607 0.322872 -0.2 0.4 0.2
C -2.755849 -5.081601 1.341459 0.2 0.1 -0.1
C -1.709440 2.412660 3.979362 0.3 -0.1 0.0
C 1.334941 -2.087584 0.550027 1.2 -0.9 0.3
C 3.241899 -3.618897 0.744200 0.2 0.2 -0.4
C 0.813399 -0.001161 -2.748344 0.4 0.7 0.2
C -0.217908 1.670045 2.176590 -0.9 0.8 0.4
C 2.894576 0.104521 -3.986139 0.0 0.1 0.4
C 4.057668 -2.717021 0.037459 -0.1 0.0 0.3
C -0.731589 3.315484 4.427625 0.2 -0.3 -0.7
C -2.125475 2.137567 -0.489333 -0.7 0.7 1.7
C 2.179986 -1.195347 -0.113247 0.2 0.0 -0.3
C -0.943760 -4.018808 0.144541 0.0 0.0 0.0
C -2.051704 -2.849717 1.949903 0.2 -0.1 -0.2
C -2.897481 -3.943333 2.142979 0.1 0.0 -0.3
C 0.876123 1.399552 -2.580030 -0.1 0.0 0.1
C -2.012652 3.791544 -2.318530 0.3 0.6 0.4
C 1.864402 -0.643185 -3.407133 -0.1 0.2 -0.3
C -0.234116 2.118136 -1.868515 0.0 0.3 0.3
C -2.893544 2.777579 -1.629000 -0.1 -0.5 -0.5
C 0.023720 0.800106 1.016938 1.3 1.0 -0.6
H 3.752762 2.089166 -4.230580 -0.2 -0.3 -0.1
H 1.280719 -4.056891 1.476420 0.1 0.2 0.0
H 1.771212 -0.279633 -0.523304 0.2 -0.2 0.2
H -0.102892 3.630823 -3.227850 -0.2 -0.4 -0.3
H -1.700220 -5.977531 -0.334587 -0.1 0.2 0.2
H -3.668244 -3.901953 2.918723 0.3 -0.1 -0.3
H 1.269421 4.094009 4.117763 -0.3 -0.3 -0.2
H -2.652110 1.243078 -0.109131 0.0 0.3 -0.2
H 3.694384 -0.397211 -4.532725 -0.2 0.1 0.2
H -2.201908 0.868590 2.557489 0.2 0.3 0.2
H 1.855817 3.240130 -3.116743 0.4 -0.1 0.1
H -2.172551 2.888605 0.333256 0.3 -0.5 -0.2
H -1.906967 4.665467 -1.663588 -0.1 0.1 -0.2
H -0.932220 3.942899 5.294191 0.1 -0.1 -0.2
H -3.265998 2.040428 -2.347542 0.2 0.0 0.0
H 3.663122 -4.565316 1.098890 -0.2 0.4 -0.2
H -2.664694 2.316155 4.498539 0.3 0.1 -0.1
H 5.111401 -2.962941 -0.161852 -0.6 0.2 0.1
H 4.135642 -0.781674 -0.941000 -0.3 -0.3 0.3
H 1.710173 2.673984 2.110877 -0.4 0.0 0.2
H 1.885672 -1.730164 -3.464435 -0.1 0.2 -0.1
H -3.762263 3.267536 -1.197548 -0.1 0.1 -0.1
H -0.195816 -4.036620 -0.653981 -0.2 0.0 0.3
H -3.388423 -5.950674 1.514120 0.1 0.2 -0.1
H -0.037616 -0.559749 -2.354677 0.3 0.2 0.1
H -1.660927 -0.454680 1.133071 0.3 -0.1 0.2
H 0.912772 1.072409 0.436723 0.0 -0.7 1.0
H -2.148013 -1.965268 2.581138 0.1 -0.3 0.0
H -2.409863 4.108609 -3.288270 0.0 0.0 0.2

No. 4
14
Properties=species:S:1:pos:R:3:forces:R:3 method="wB97M-V/def2-TZVPD" smiles="CN(C=O)CC=O" lumo_ev=0.69 total_charge=0 e_homo_ev=-9.85 de_lowest_kcal_mol=30.5 e_tot_ev=-9845.95768 gap_ev=10.543 max_force_ev_per_a=0.5
O 1.575909 -2.087666 -1.295179 -0.2 0.1 0.4
O -1.273838 2.273273 1.052966 0.3 -0.2 0.1
N -0.189787 0.416418 0.297276 -0.1 0.2 0.1
C -1.280314 0.112729 -0.620844 -0.1 0.0 -0.1
C 1.098120 -0.236123 0.144141 0.1 0.0 -0.1
C 0.925308 -1.646619 -0.382373 0.2 -0.1 -0.2
C -0.294080 1.556632 1.037900 -0.1 0.0 0.0
H -0.909650 -0.499261 -1.445530 -0.1 0.1 0.1
H 1.586965 -0.308436 1.126279 0.0 0.0 -0.1
H -2.083374 -0.430197 -0.112147 0.1 0.1 -0.1
H 1.771986 0.294965 -0.539781 -0.1 -0.1 0.1
H 0.617380 1.768415 1.630650 -0.1 0.0 0.0
H -1.693217 1.040506 -1.020670 0.0 -0.1 0.0
H 0.148593 -2.254635 0.127313 0.1 0.0 0.0

No. 5
75
Properties=species:S:1:pos:R:3:forces:R:3 method="wB97M-V/def2-TZVPD" lumo_ev=-1.65 total_charge=0 e_homo_ev=-8.33 de_lowest_kcal_mol=0.0 e_tot_ev=-95275.13289 gap_ev=6.676 max_force_ev_per_a=3.4
Tl -2.920162 -0.186126 -2.152266 -0.5 -0.6 -0.1
S -6.643210 -0.818959 -3.335084 0.0 -0.6 -0.3
F -0.166238 1.717058 3.985311 -0.3 -0.2 -0.5
F -3.642322 -4.346485 -5.607506 0.3 0.1 -0.4
F -7.451881 -3.300349 -1.878187 1.0 0.0 -0.9
F -6.452163 -5.862910 -2.275386 -0.3 0.7 0.4
F -4.606319 -6.300997 -4.006347 0.5 -1.0 -0.3
F -4.332747 -1.830481 -5.211819 -0.2 0.5 -0.1
O -2.113481 -4.433084 -2.552871 0.2 -0.2 0.2
O 1.553209 -4.472305 2.612058 1.3 0.8 1.9
O -2.229072 1.241715 -3.613675 0.5 0.6 -0.7
O -0.821079 -0.674878 -1.810428 0.6 -0.3 0.7
O -1.056605 3.006220 -4.427974 -0.3 -1.1 0.9
O -5.989238 -0.385790 -1.905230 0.1 -0.1 0.0
O -2.388185 1.597262 -0.593063 -1.7 -0.9 0.1
O -4.912153 0.516385 -2.160087 0.7 0.3 0.3
O 0.655132 -5.943829 1.404729 -0.7 -1.1 -0.8
O -3.031711 -2.450497 -2.199248 0.0 0.6 0.0
O 2.552914 -0.281861 0.491625 0.6 -0.4 0.5
O 1.514169 0.292762 -1.269184 0.3 0.1 -0.6
N 2.445032 1.869318 3.400450 0.1 0.1 0.3
N 0.920578 -4.809699 1.661540 -0.6 1.5 -1.5
N 4.064547 0.616171 5.388837 1.9 1.5 -1.6
N 1.368175 3.207117 -1.104462 0.0 -0.8 -1.7
N 1.661179 -0.457920 -0.332887 -0.8 1.1 0.2
C 0.474922 -3.690461 0.738368 -0.9 -2.0 0.5
C -1.274166 2.054572 -0.802699 1.9 0.4 -0.7
C 1.029387 2.700727 0.103322 -3.0 -0.6 1.4
C -0.965583 -2.968909 -1.079595 0.5 0.1 1.3
C 0.124092 1.950293 2.664427 0.2 0.5 0.5
C 3.737669 -0.039623 4.063553 2.1 -0.8 0.7
C 1.474721 2.264513 2.428392 0.1 -0.4 -0.5
C 3.168811 4.512235 -2.280832 0.9 -0.1 0.2
C -0.531887 -3.963316 -0.186272 -0.9 0.7 -1.8
C -1.375808 2.217294 -3.544175 -0.4 0.2 1.1
C -6.455313 -3.490936 -2.799267 -0.9 -0.5 1.1
C 2.792518 3.450335 -1.340691 -0.2 0.6 1.2
C -0.389187 -1.616271 -1.033473 -1.4 -1.4 -1.1
C -5.982935 -4.787732 -2.934150 0.0 -0.7 -0.3
C 2.410266 0.433838 3.618644 0.5 0.6 -0.4
C -2.091110 -3.335421 -2.035665 -0.2 0.5 0.0
C 0.513422 2.987649 -2.195587 -0.3 -0.5 2.4
C 1.937966 2.616031 1.173316 -0.4 -0.2 0.4
C -4.984684 -2.758612 -4.525618 -0.3 0.2 0.7
C -4.578332 -4.044135 -4.720862 0.2 -1.7 0.7
C 3.349639 4.777839 -0.798037 0.2 -0.8 -0.8
C 2.613146 2.572426 4.652585 0.2 0.3 -0.4
C -5.031096 -5.082934 -3.884157 -0.4 2.3 -0.5
C 0.703501 -1.508889 -0.163317 1.0 -0.4 0.9
C -0.799345 1.895428 1.668341 1.0 0.7 -2.2
C 3.958837 2.185875 5.203585 1.7 -1.2 0.3
C -5.957973 -2.448778 -3.560440 -0.1 0.4 -0.2
C -0.364667 2.232068 0.337740 2.7 1.0 0.4
C -0.727282 2.384134 -2.116584 1.3 1.2 -0.7
C 1.059036 -2.484001 0.791071 2.6 1.2 0.4
H 4.650009 0.199804 3.457576 -1.3 0.1 -0.1
H 3.419590 2.587724 -1.190078 0.0 -0.3 -0.2
H 2.325367 4.936805 -2.753879 -0.5 0.8 -0.5
H -1.841815 1.684469 1.673481 -0.6 -0.4 0.8
H 3.010752 2.698851 1.030960 -0.3 0.2 0.0
H 1.844029 2.379018 5.385768 -0.6 -0.3 0.4
H 2.271679 -0.019541 2.675108 -0.5 -0.6 -1.1
H 4.782349 2.329602 4.491590 -0.4 0.4 0.0
H 3.414464 0.328299 6.048204 -1.5 -0.8 1.9
H 4.057523 4.402328 -2.899524 -0.3 -0.1 0.1
H 3.800000 -1.129301 4.220119 -0.4 0.3 0.0
H 2.593223 3.656873 4.520214 0.2 -0.1 -0.2
H 0.923539 3.350779 -3.096779 0.1 0.1 -1.1
H 4.259292 2.652851 6.147937 -0.4 -0.2 -0.1
H -1.003874 -4.943283 -0.321307 0.4 0.3 0.3
H 1.997717 -2.288164 1.433317 -1.9 -0.4 -1.1
H 1.616880 0.108104 4.285045 -0.2 -0.1 0.4
H 5.027551 0.308099 5.669365 -1.2 0.6 0.0
H 4.362530 4.766463 -0.386758 -0.4 0.0 -0.2
H 2.672260 5.467143 -0.341129 -0.3 0.2 0.2

No. 6
12
Properties=species:S:1:pos:R:3:forces:R:3 method="wB97M-V/def2-TZVPD" lumo_ev=7.46 total_charge=-2 e_homo_ev=1.91 de_lowest_kcal_mol=26.2 e_tot_ev=-10819.35442 gap_ev=5.557 max_force_ev_per_a=3.5
O -0.079575 -1.998616 -1.337288 -0.3 0.9 -0.9
O -0.858219 2.506285 -0.221411 0.2 -1.1 0.5
O -1.583217 0.999310 1.329489 0.9 0.6 -0.6
N -0.726102 -0.809795 -1.432074 0.3 0.0 2.7
C 0.750199 -0.588732 0.926583 0.9 0.5 -0.4
C 0.227867 0.375460 -0.053734 0.1 1.4 -3.2
C -0.788501 1.373812 0.393052 -1.6 0.5 0.3
H 0.237578 -1.469361 0.627697 -0.2 -1.7 -0.2
H 0.420519 -0.347504 1.922470 0.1 0.3 0.5
H 0.946546 0.910582 -0.800862 -0.8 -1.1 1.5
H -0.391913 -0.202287 -2.174648 0.9 -0.1 -0.5
H 1.844819 -0.749154 0.820725 -0.5 0.0 0.3